a | 8
Properties=species:S:1:pos:R:3 method="wB97M-V/def2-TZVPD" smiles=[S-]p1nccn1 total_charge=-1 orbital_gap_ev=7.132
S 4.177 -0.090 -0.749
P 3.038 0.156 0.825
N 1.854 -1.051 0.695
C 0.724 -0.598 0.277
C 0.618 0.831 0.012
N 1.603 1.598 0.133
H -0.154 -1.196 0.016
H -0.370 1.311 -0.373



b | 8
Properties=species:S:1:pos:R:3 method="wB97M-V/def2-TZVPD" smiles=[S-]p1nccn1 total_charge=-1 orbital_gap_ev=7.132
S 3.037 -0.155 -0.669
P 1.551 0.007 0.613
N 0.407 -1.170 0.278
C -0.764 -0.701 0.040
C -0.887 0.743 -0.067
N 0.146 1.459 0.068
H -1.620 -1.368 -0.023
H -1.870 1.185 -0.240



Energies, relative to the best one, in hartree: a 0.0103; b 0.0000.



a | 7
Properties=species:S:1:pos:R:3 method="wB97M-V/def2-TZVPD" total_charge=0 orbital_gap_ev=9.308
O -0.539 1.654 -1.081
C 0.126 0.723 -0.706
N -0.556 -0.047 0.534
N 0.130 -1.079 0.849
N 1.139 -1.456 0.438
O 1.188 0.130 -0.943
H -1.488 0.076 0.910



b | 7
Properties=species:S:1:pos:R:3 method="wB97M-V/def2-TZVPD" smiles=Oc1nnon1 total_charge=0 orbital_gap_ev=11.487
O -1.731 -0.181 0.010
C -0.397 -0.291 -0.130
N 0.186 0.920 -0.224
N 1.415 0.712 0.025
O 1.657 -0.593 0.031
N 0.406 -1.244 -0.140
H -1.536 0.677 0.428



c | 7
Properties=species:S:1:pos:R:3 method="wB97M-V/def2-TZVPD" smiles="O=c1[nH]nno1" total_charge=0 orbital_gap_ev=11.301
O 1.920 -0.623 0.059
C 0.725 -0.519 -0.062
N 0.030 0.690 0.300
N -1.252 0.634 0.036
N -1.634 -0.427 -0.406
O -0.221 -1.333 -0.491
H 0.431 1.578 0.565



Energies, relative to the best one, in hartree: a 0.0170; b 0.0620; c 0.0000.



a | 60
Properties=species:S:1:pos:R:3 method="wB97M-V/def2-TZVPD" total_charge=0 orbital_gap_ev=7.806
C -2.757 -1.843 -1.249
N -1.948 -1.436 0.007
C -0.596 -1.140 -0.258
C -0.054 0.073 0.122
C 1.307 0.464 -0.115
C 1.808 1.099 -1.168
H -3.764 -1.616 -0.995
H -2.281 -1.283 -2.114
H -2.626 -2.867 -1.526
H -2.510 -0.650 0.358
H -0.046 -1.869 -0.818
H -0.724 0.835 0.491
H 2.124 0.227 0.607
H 2.925 1.298 -1.001
H 1.454 1.700 -1.978
H 0.391 -1.019 -3.801
H -0.702 -1.740 -2.785
O -0.025 -1.879 -3.421
H 1.324 -3.085 -2.888
H 1.795 -3.601 -1.624
O 2.209 -3.211 -2.397
H 3.561 -1.681 -2.623
H 3.907 -0.258 -1.851
O 3.736 -0.754 -2.695
H -1.297 -3.975 0.671
H -0.973 -3.875 2.260
O -0.724 -4.230 1.412
H 0.204 -2.270 2.009
H 1.096 -3.336 2.200
O 1.178 -2.390 2.306
H -2.470 1.157 -2.811
H -1.639 1.962 -1.761
O -2.376 1.360 -1.882
H -0.166 3.625 1.210
H 1.214 2.999 0.655
O 0.647 3.835 0.761
H 0.587 3.325 -1.797
H -0.695 3.565 -1.099
O -0.357 3.239 -1.936
H -1.723 1.714 1.998
H -2.067 2.502 3.138
O -1.348 2.457 2.493
H 2.737 1.814 2.349
H 3.352 2.906 1.625
O 2.766 2.164 1.426
H 0.696 0.668 -3.329
H 1.991 -0.249 -3.541
O 1.240 0.190 -3.998
H 0.497 0.707 4.597
H -0.495 1.892 4.227
O -0.297 0.960 4.132
H -4.651 0.729 0.395
H -3.623 1.203 -0.735
O -3.768 1.110 0.253
H -0.900 -0.047 2.885
H -2.093 -0.769 2.260
O -1.209 -0.474 2.065
H 1.418 0.342 2.979
H 2.418 -0.739 3.008
O 2.324 0.167 3.299



b | 60
Properties=species:S:1:pos:R:3 method="wB97M-V/def2-TZVPD" total_charge=0 orbital_gap_ev=8.935
C 0.758 -0.160 3.303
C 1.737 -0.113 2.180
N 1.535 -1.222 1.201
C 2.738 -1.962 0.995
C 0.814 -0.742 -0.055
C -0.103 -1.913 -0.550
O -1.307 -1.741 -0.559
H 1.143 0.358 4.171
H -0.146 0.406 3.076
H 0.672 -1.185 3.677
H 1.838 0.996 1.623
H 2.707 -0.061 2.638
H 2.893 -2.460 -0.027
H 3.727 -1.616 1.455
H 2.487 -2.824 1.652
H 1.416 -0.592 -0.929
H 0.091 -0.029 0.147
H 0.352 -2.850 -0.985
H 1.508 3.586 2.034
H 2.186 2.439 2.332
O 1.581 3.149 2.822
H -0.539 -4.734 -1.276
H -0.235 -4.496 0.286
O 0.097 -4.781 -0.566
H 0.030 -2.549 1.787
H 0.787 -3.086 2.950
O -0.009 -3.139 2.630
H -2.110 -2.627 -2.156
H -2.552 -4.147 -1.451
O -2.243 -3.666 -2.268
H 0.674 1.687 -2.860
H 1.431 0.700 -3.999
O 0.982 0.702 -3.039
H -3.111 3.430 0.886
H -3.058 3.318 2.410
O -2.806 3.816 1.663
H -1.316 3.210 0.380
H -0.889 4.607 0.580
O -0.715 3.833 0.025
H -2.644 0.791 1.203
H -2.663 0.985 -0.444
O -2.654 1.370 0.486
H 2.037 -2.962 -3.213
H 3.203 -2.022 -2.939
O 2.536 -2.113 -3.561
H 0.251 3.721 -1.839
H 1.096 4.116 -3.014
O 1.037 3.488 -2.376
H -3.096 2.279 -1.902
H -2.652 1.079 -2.376
O -3.389 1.604 -2.530
H -1.656 -0.905 -3.605
H -0.443 -0.124 -2.918
O -1.420 -0.371 -2.851
H -4.349 -1.069 1.371
H -2.883 -1.410 1.899
O -3.592 -0.817 1.874
H 2.012 2.639 -0.054
H 3.348 3.466 0.123
O 2.878 2.715 0.480



Energies, relative to the best one, in hartree: a 0.0000; b 0.0484.